Record 1
Computed, not measured: a single C19H18FN5O2 molecule at a distorted geometry, with the ωB97M-V functional and the def2-TZVPD basis.

The total energy comes out at -1258.93809 hartree. The calculation puts the LUMO energy at -0.1 eV. The SMILES is C=CC(=O)N1CCC(Oc2cnc3[nH]cc(-c4ccc(F)nc4)c3n2)CC1. The value obtained for the energy above the lowest of the compared OMol25 structures with the same formula, charge and spin is 0.0 kcal/mol. For the molar mass, the calculation gives 367.384 g/mol. The highest occupied orbital energy comes out at -0.3097 hartree.

Cartesian coordinates (Å):
C1 -3.150 -3.173 5.021
C2 -2.374 -2.759 3.942
C3 -2.581 -3.279 2.572
O1 -3.058 -4.389 2.441
N1 -1.898 -2.686 1.506
C4 -1.589 -3.460 0.288
C5 -0.080 -3.352 -0.065
C6 0.394 -1.871 -0.156
O2 1.823 -1.826 -0.309
C7 2.405 -0.697 -0.801
C8 3.799 -0.664 -0.984
N2 4.459 0.388 -1.465
C9 3.686 1.452 -1.726
N3 4.018 2.733 -2.156
C10 2.890 3.559 -2.218
C11 1.781 2.829 -1.848
C12 0.401 3.351 -1.713
C13 0.133 4.665 -2.122
C14 -1.200 5.055 -2.168
C15 -2.207 4.201 -1.742
F1 -3.454 4.702 -1.710
N4 -1.975 2.946 -1.356
C16 -0.686 2.522 -1.361
C17 2.262 1.465 -1.536
N5 1.616 0.403 -1.059
C18 0.001 -1.172 1.153
C19 -1.489 -1.291 1.453
H1 -3.874 -3.982 4.929
H2 -3.090 -2.701 5.966
H3 -1.679 -1.929 4.066
H4 -1.784 -4.533 0.442
H5 -2.190 -3.126 -0.550
H6 0.137 -3.930 -0.992
H7 0.522 -3.828 0.730
H8 -0.132 -1.405 -0.991
H9 4.311 -1.590 -0.751
H10 5.016 3.042 -2.281
H11 2.886 4.636 -2.373
H12 0.902 5.344 -2.527
H13 -1.515 6.019 -2.559
H14 -0.452 1.537 -1.083
H15 0.243 -0.115 1.053
H16 0.581 -1.588 1.995
H17 -2.048 -0.746 0.673
H18 -1.758 -0.756 2.374

Record 2
Computed, not measured: a molecular structure, C30H55N2O2P2Pd at a distorted geometry, with the ωB97M-V functional and the def2-TZVPD basis.

Its total charge is +1. The total energy comes out at -2246.32746 hartree. The calculation puts the LUMO energy (alpha / beta) at -2.8 / -4.0 eV. For the molar mass, the calculation gives 644.150 g/mol. The highest occupied orbital energy (alpha / beta) comes out at -0.3482 / -0.3502 hartree. Its multiplicity is 3.

Cartesian coordinates (Å):
C1 1.292 1.023 -2.567
C2 0.254 2.370 -0.916
C3 1.489 2.110 -3.423
C4 0.497 3.506 -1.744
C5 1.124 3.377 -2.971
H1 1.945 1.932 -4.391
H2 0.185 4.482 -1.378
H3 1.271 4.246 -3.608
N1 0.799 1.176 -1.340
P1 1.947 -1.645 -1.766
P2 -0.980 1.836 1.787
C6 1.618 -0.384 -3.076
H4 0.770 -0.736 -3.685
H5 2.474 -0.318 -3.756
C7 -0.550 2.593 0.257
H6 -0.619 3.680 0.428
C8 -2.618 2.696 2.265
C9 0.163 1.953 3.304
C10 0.930 -3.201 -2.077
C11 3.784 -1.957 -2.007
C12 -3.548 1.522 2.644
H7 -3.257 1.084 3.608
H8 -4.579 1.892 2.742
H9 -3.534 0.717 1.892
C13 -2.587 3.723 3.412
H10 -2.176 3.349 4.352
H11 -2.051 4.638 3.126
H12 -3.632 4.005 3.612
C14 -3.140 3.455 1.045
H13 -4.210 3.660 1.196
H14 -2.617 4.410 0.900
H15 -3.027 2.875 0.130
C15 -0.552 1.370 4.544
H16 -0.675 0.283 4.439
H17 0.084 1.572 5.418
H18 -1.538 1.803 4.741
C16 1.380 1.065 3.048
H19 1.073 0.013 2.973
H20 1.922 1.361 2.141
H21 2.069 1.141 3.906
C17 0.637 3.392 3.520
H22 -0.177 4.082 3.759
H23 1.333 3.389 4.372
H24 1.173 3.768 2.638
C18 4.284 -3.052 -1.047
H25 5.368 -3.162 -1.213
H26 4.129 -2.790 0.005
H27 3.820 -4.027 -1.247
C19 4.512 -0.634 -1.710
H28 4.220 0.164 -2.405
H29 4.340 -0.286 -0.684
H30 5.594 -0.801 -1.828
C20 4.131 -2.388 -3.447
H31 5.226 -2.460 -3.518
H32 3.725 -3.370 -3.700
H33 3.802 -1.676 -4.211
C21 -0.425 -2.768 -2.653
H34 -0.358 -2.501 -3.717
H35 -1.124 -3.613 -2.562
H36 -0.859 -1.926 -2.096
C22 0.703 -3.880 -0.710
H37 0.331 -3.166 0.042
H38 -0.067 -4.653 -0.845
H39 1.616 -4.353 -0.323
C23 1.563 -4.224 -3.031
H40 1.757 -3.806 -4.028
H41 2.482 -4.674 -2.629
H42 0.841 -5.047 -3.157
Pd1 0.735 -0.639 -0.010
C24 2.245 -1.160 0.994
O1 3.137 -1.428 1.687
N2 -1.208 -0.087 -0.039
C25 -2.142 0.618 -0.329
C26 -3.497 0.305 -1.085
C27 -4.390 1.520 -1.239
C28 -3.158 -0.180 -2.488
C29 -4.226 -0.775 -0.279
H43 -4.802 1.849 -0.280
H44 -3.850 2.338 -1.727
H45 -5.249 1.276 -1.883
H46 -2.731 -1.186 -2.473
H47 -4.062 -0.218 -3.107
H48 -2.453 0.500 -2.978
H49 -4.876 -1.375 -0.932
H50 -3.513 -1.449 0.213
H51 -4.857 -0.332 0.501
C30 1.155 -3.129 3.916
O2 0.374 -2.074 3.365
H52 0.811 -3.391 4.923
H53 2.180 -2.763 3.979
H54 1.142 -4.025 3.283
H55 -0.523 -2.410 3.210

Record 3
Computed, not measured: a single H4OSSi molecule at a distorted geometry, with the ωB97M-V functional and the def2-TZVPD basis.

The total energy comes out at -765.34784 hartree. The calculation puts the LUMO energy at 0.6 eV. The SMILES is O[SiH2]S. The value obtained for the energy above the lowest of the compared OMol25 structures with the same formula, charge and spin is 8.1 kcal/mol. For the molar mass, the calculation gives 80.184 g/mol. The highest occupied orbital energy comes out at -0.3476 hartree.

Cartesian coordinates (Å):
O1 -0.895 -1.064 -0.492
Si1 0.235 0.174 -0.466
S1 1.184 0.524 1.419
H1 -1.343 -1.143 0.364
H2 1.248 -0.250 -1.369
H3 -0.379 1.508 -0.378
H4 0.342 0.652 2.444

Record 4
Computed, not measured: a molecular structure, C16H25IN2O2S2Zn, with the ωB97M-V functional and the def2-TZVPD basis.

The total energy comes out at -3758.18453 hartree. The calculation puts the LUMO energy at 0.3 eV. For the molar mass, the calculation gives 533.816 g/mol. The highest occupied orbital energy comes out at -0.3021 hartree.

Cartesian coordinates (Å):
Zn1 -0.246 -0.561 0.266
C1 -1.712 -4.181 2.973
C2 -1.667 -2.989 3.924
N1 -0.367 -2.316 3.913
C3 0.715 -2.924 4.692
C4 1.666 -3.796 3.878
C5 -0.111 -1.237 3.162
S1 -1.403 -0.441 2.307
N2 1.136 -0.770 3.211
C6 1.868 -0.296 2.233
O1 1.638 -0.426 0.991
C7 3.120 0.412 2.637
C8 3.731 0.127 3.855
C9 4.902 0.774 4.216
C10 5.467 1.717 3.367
C11 4.859 2.005 2.153
C12 3.695 1.349 1.786
H1 -2.735 -4.549 2.889
H2 -1.086 -5.000 3.327
H3 -1.376 -3.880 1.979
H4 -1.862 -3.305 4.951
H5 -2.425 -2.266 3.648
H6 0.243 -3.510 5.481
H7 1.276 -2.115 5.159
H8 1.164 -4.678 3.481
H9 2.489 -4.127 4.514
H10 2.080 -3.228 3.046
H11 3.282 -0.608 4.508
H12 5.375 0.548 5.163
H13 6.382 2.223 3.649
H14 5.295 2.742 1.490
H15 3.215 1.560 0.839
C13 0.875 4.186 -1.936
C14 1.033 2.811 -2.576
S2 1.354 1.567 -1.300
O2 -0.049 1.077 -0.946
C15 2.083 0.263 -2.319
C16 1.192 -0.177 -3.473
H16 0.822 4.960 -2.701
H17 1.723 4.412 -1.288
H18 -0.033 4.235 -1.336
H19 1.872 2.782 -3.273
H20 0.127 2.485 -3.084
H21 2.260 -0.551 -1.612
H22 3.051 0.657 -2.636
H23 0.139 -0.090 -3.203
H24 1.372 -1.228 -3.695
H25 1.377 0.406 -4.374
I1 -0.598 -2.609 -1.148